Entry 1:
ORCA calculation (the ωB97M-V functional and the def2-TZVPD basis) on a 2-piece molecular cluster, C2H8N4O overall at a distorted geometry.

Last column: natural (NBO) charge in e.
Atoms and positions in Å:
C1 -0.672 -0.593 0.202  -0.36
N1 0.896 0.541 -0.657  -0.34
C2 -0.957 0.765 0.030  0.88
N2 1.614 1.183 0.380  -0.72
N3 1.670 -0.427 -1.332  -0.68
N4 -2.273 -0.976 0.985  -0.96
O1 -1.404 1.822 0.144  -0.39
H1 2.535 0.770 0.550  0.35
H2 1.843 2.142 0.128  0.35
H3 1.763 -1.306 -0.816  0.31
H4 1.253 -0.623 -2.235  0.36
H5 -3.058 -0.702 0.393  0.34
H6 -2.372 -0.466 1.862  0.34
H7 -0.036 -0.890 1.026  0.27
H8 -0.801 -1.239 -0.660  0.27

Output
relative energy (zero: lowest compared OMol25 entry of this formula, charge and spin) = 170.8 kcal per mole
F_max = 5.5 eV/A
gap between HOMO and LUMO = 7.236 eV
highest occupied orbital energy = -6.82 eV
calculated total energy = -10205.208 eV

---

Entry 2:
ORCA calculation (the ωB97M-V functional and the def2-TZVPD basis) on a 2-piece molecular cluster, C2H8N4O overall at a distorted geometry.

Last column: natural (NBO) charge in e.
Atoms and positions in Å:
C1 -1.878 0.653 -0.198  0.17
C2 1.391 -0.161 -0.002  0.49
N1 2.339 0.499 0.789  -0.84
N2 1.884 -0.837 -1.105  -0.85
N3 -2.795 0.077 0.584  -0.76
O1 -0.681 -0.894 -0.544  -0.64
N4 0.151 -0.163 0.329  -0.33
H1 1.901 1.014 1.541  0.38
H2 2.976 1.078 0.255  0.37
H3 1.152 -1.436 -1.477  0.41
H4 2.766 -1.309 -0.953  0.38
H5 -2.655 0.156 1.580  0.39
H6 -3.064 -0.858 0.300  0.40
H7 -1.468 1.584 0.173  0.21
H8 -2.018 0.598 -1.269  0.20

Output
relative energy (zero: lowest compared OMol25 entry of this formula, charge and spin) = 97.6 kcal per mole
F_max = 2.3 eV/A
gap between HOMO and LUMO = 8.160 eV
highest occupied orbital energy = -7.18 eV
calculated total energy = -10208.381 eV

---

The highest relative energy (zero: lowest compared OMol25 entry of this formula, charge and spin) belongs to which entry?
number 1

---

highest occupied orbital energy of number 2 (C2H8N4O)?
-7.18 eV

---

Which formula does entry 1 have?
C2H8N4O

---

Which formula does entry 2 have?
C2H8N4O